Formula: C21H22ClN3O
Source: the OMol25 dataset
Level of theory: ωB97M-V/def2-TZVPD

As for the SMILES: Cc1[nH]c2ccc(C(=O)N3CCN(c4cccc(Cl)c4)CC3)cc2c1C. As for the total charge: 0. The highest occupied orbital energy is -7.7 eV. The energy above the lowest of the compared OMol25 structures with the same formula, charge and spin comes out at 0.0 kJ/mol.

CARTESIAN COORDINATES (ANGSTROEM)
C (-5.734, -0.124, -0.274)
C (-4.345, 0.382, -0.108)
N (-4.025, 1.650, -0.549)
C (-2.711, 1.901, -0.295)
C (-1.937, 3.028, -0.538)
C (-0.609, 2.986, -0.168)
C (-0.059, 1.846, 0.437)
C (1.363, 1.832, 0.886)
O (1.666, 1.729, 2.061)
N (2.313, 1.958, -0.084)
C (2.069, 1.854, -1.501)
C (2.602, 0.489, -2.032)
N (3.156, -0.291, -0.948)
C (2.313, -1.095, -0.188)
C (2.422, -1.212, 1.202)
C (1.597, -2.066, 1.907)
C (0.641, -2.837, 1.269)
C (0.547, -2.737, -0.107)
Cl (-0.612, -3.705, -0.960)
C (1.362, -1.894, -0.834)
C (4.224, 0.450, -0.313)
C (3.704, 1.790, 0.274)
C (-0.833, 0.732, 0.701)
C (-2.173, 0.746, 0.325)
C (-3.236, -0.204, 0.436)
C (-3.105, -1.562, 1.035)
H (-6.024, -0.109, -1.325)
H (-5.810, -1.144, 0.089)
H (-6.439, 0.497, 0.281)
H (-4.675, 2.288, -0.974)
H (-2.361, 3.910, -0.996)
H (0.020, 3.850, -0.329)
H (2.581, 2.683, -2.004)
H (1.000, 1.941, -1.688)
H (1.797, -0.055, -2.518)
H (3.395, 0.653, -2.768)
H (3.122, -0.612, 1.756)
H (1.691, -2.118, 2.981)
H (-0.011, -3.496, 1.820)
H (1.262, -1.879, -1.907)
H (4.694, -0.168, 0.450)
H (4.972, 0.649, -1.088)
H (4.281, 2.634, -0.117)
H (3.754, 1.800, 1.364)
H (-0.397, -0.129, 1.184)
H (-2.620, -2.243, 0.336)
H (-4.077, -1.972, 1.297)
H (-2.493, -1.513, 1.934)

natural (NBO) population analysis, charges in e, atoms 1 to 4: number 1, C, carries -0.64; number 2, C, carries 0.17; number 3, N, carries -0.53; number 4, C, carries 0.13

=====

Formula: C21H22ClN3O5S2
Source: the OMol25 dataset
Level of theory: ωB97M-V/def2-TZVPD

As for the SMILES: CCN(C(=O)CSc1nc2cc(Cl)ccc2c(=O)n1Cc1ccco1)[C@@H]1CCS(=O)(=O)C1. As for the total charge: 0. The highest occupied orbital energy is -8.7 eV. The energy above the lowest of the compared OMol25 structures with the same formula, charge and spin comes out at 28.8 kJ/mol.

CARTESIAN COORDINATES (ANGSTROEM)
C (-1.877, 2.438, -3.149)
C (-1.075, 1.360, -2.422)
N (-0.743, 1.752, -1.065)
C (-1.448, 1.403, 0.037)
O (-1.331, 1.976, 1.100)
C (-2.465, 0.270, -0.071)
S (-1.873, -1.313, -0.749)
C (-0.414, -1.537, 0.190)
N (-0.166, -0.663, 1.094)
C (0.973, -0.789, 1.833)
C (1.239, 0.152, 2.831)
C (2.404, 0.042, 3.557)
Cl (2.756, 1.207, 4.778)
C (3.315, -0.993, 3.327)
C (3.047, -1.928, 2.355)
C (1.878, -1.839, 1.595)
C (1.582, -2.827, 0.566)
O (2.282, -3.773, 0.276)
N (0.372, -2.605, -0.116)
C (-0.030, -3.572, -1.124)
C (-1.238, -4.338, -0.692)
C (-1.540, -4.952, 0.489)
C (-2.834, -5.503, 0.323)
C (-3.216, -5.184, -0.942)
O (-2.258, -4.476, -1.563)
C (0.273, 2.793, -0.942)
C (1.391, 2.403, 0.040)
C (2.381, 3.550, 0.074)
S (1.357, 5.022, -0.307)
O (1.348, 5.958, 0.779)
O (1.731, 5.518, -1.604)
C (-0.232, 4.147, -0.475)
H (-2.171, 2.074, -4.130)
H (-2.775, 2.685, -2.587)
H (-1.291, 3.343, -3.282)
H (-1.647, 0.434, -2.409)
H (-0.143, 1.165, -2.961)
H (-2.824, 0.079, 0.940)
H (-3.304, 0.552, -0.709)
H (0.522, 0.937, 3.008)
H (4.216, -1.051, 3.916)
H (3.726, -2.743, 2.158)
H (-0.251, -3.062, -2.066)
H (0.831, -4.238, -1.256)
H (-0.919, -5.007, 1.360)
H (-3.393, -6.058, 1.047)
H (-4.107, -5.395, -1.498)
H (0.717, 2.927, -1.934)
H (0.946, 2.252, 1.023)
H (1.861, 1.468, -0.268)
H (2.849, 3.693, 1.041)
H (3.132, 3.487, -0.708)
H (-0.847, 4.669, -1.200)
H (-0.717, 4.091, 0.494)

natural (NBO) population analysis, charges in e, atoms 1 to 4: number 1, C, carries -0.62; number 2, C, carries -0.21; number 3, N, carries -0.46; number 4, C, carries 0.72

=====

Formula: C21H22F6NO2
Source: the OMol25 dataset
Level of theory: ωB97M-V/def2-TZVPD

As for the total charge: -1. The highest occupied orbital energy is -4.9 eV.

CARTESIAN COORDINATES (ANGSTROEM)
C (-2.425, 2.717, 4.845)
C (-3.390, 2.158, 3.642)
C (-3.036, 2.722, 2.146)
F (-4.176, 2.283, 1.257)
C (-1.647, 2.155, 1.491)
N (-0.788, 1.315, 2.405)
C (-1.879, 1.275, 0.091)
C (-2.317, -0.281, 0.361)
C (-0.956, -1.213, 0.146)
F (-0.519, -1.584, -1.247)
C (-0.084, -1.712, 1.251)
F (1.396, -1.409, 1.229)
F (-0.536, -2.554, 2.397)
C (-0.676, 3.433, 1.017)
O (0.634, 3.162, 0.879)
O (-1.170, 4.782, 0.703)
H (-1.800, 1.777, 5.231)
H (-3.048, 3.076, 5.795)
H (-1.625, 3.510, 4.506)
H (-3.463, 0.968, 3.651)
H (-4.493, 2.540, 3.889)
H (-3.119, 3.897, 2.195)
H (-1.294, 0.511, 2.831)
H (-0.246, 1.875, 3.097)
H (-2.571, 1.822, -0.683)
H (-0.799, 1.239, -0.418)
H (-3.174, -0.567, -0.419)
H (-2.747, -0.434, 1.439)
F (-2.468, -4.976, -4.984)
C (-1.380, -5.026, -4.204)
C (-0.937, -3.869, -3.573)
C (0.193, -3.921, -2.757)
C (0.875, -5.130, -2.590)
C (0.425, -6.284, -3.232)
C (-0.712, -6.234, -4.039)
H (-1.474, -2.938, -3.721)
H (0.543, -3.024, -2.253)
H (1.759, -5.169, -1.957)
H (0.959, -7.223, -3.104)
H (-1.080, -7.124, -4.538)
F (5.812, -0.345, -0.730)
C (5.130, 0.796, -0.896)
C (5.555, 1.715, -1.850)
C (4.842, 2.900, -2.026)
C (3.717, 3.159, -1.239)
C (3.302, 2.233, -0.281)
C (4.008, 1.042, -0.113)
H (6.436, 1.500, -2.446)
H (5.161, 3.622, -2.774)
H (3.164, 4.086, -1.374)
H (2.428, 2.438, 0.333)
H (3.694, 0.307, 0.621)

natural (NBO) population analysis, charges in e, atoms 1 to 4: number 1, C, carries -0.65; number 2, C, carries -0.45; number 3, C, carries 0.19; number 4, F, carries -0.43

=====

Formula: C21H22FN3O3
Source: the OMol25 dataset
Level of theory: ωB97M-V/def2-TZVPD

As for the SMILES: CN(CC(=O)Nc1ccc(F)cc1)C(=O)[C@H]1CC(=O)N(Cc2ccccc2)C1. As for the total charge: 0. The highest occupied orbital energy is -8.4 eV. The energy above the lowest of the compared OMol25 structures with the same formula, charge and spin comes out at 89.2 kJ/mol.

CARTESIAN COORDINATES (ANGSTROEM)
C (-3.580, 1.983, -0.243)
N (-2.280, 1.652, 0.297)
C (-2.198, 1.281, 1.702)
C (-2.343, -0.239, 1.906)
O (-3.358, -0.733, 2.344)
N (-1.222, -0.896, 1.530)
C (-0.963, -2.267, 1.529)
C (0.255, -2.683, 0.989)
C (0.587, -4.022, 0.963)
C (-0.309, -4.941, 1.480)
F (0.012, -6.254, 1.456)
C (-1.521, -4.552, 2.019)
C (-1.850, -3.209, 2.044)
C (-1.157, 1.568, -0.444)
O (-0.116, 1.126, 0.026)
C (-1.216, 2.096, -1.871)
C (-0.990, 3.614, -1.836)
C (0.531, 3.749, -1.920)
O (1.182, 4.723, -1.620)
N (1.009, 2.597, -2.426)
C (2.417, 2.286, -2.529)
C (2.801, 1.264, -1.489)
C (2.843, 1.633, -0.150)
C (3.119, 0.694, 0.825)
C (3.357, -0.624, 0.473)
C (3.320, -0.999, -0.859)
C (3.038, -0.059, -1.835)
C (0.002, 1.590, -2.656)
H (-3.588, 2.989, -0.666)
H (-3.881, 1.270, -1.014)
H (-4.315, 1.936, 0.556)
H (-2.992, 1.785, 2.252)
H (-1.225, 1.604, 2.083)
H (-0.486, -0.317, 1.121)
H (0.938, -1.946, 0.591)
H (1.525, -4.359, 0.550)
H (-2.196, -5.295, 2.413)
H (-2.789, -2.886, 2.459)
H (-2.152, 1.815, -2.354)
H (-1.361, 4.097, -0.933)
H (-1.434, 4.107, -2.702)
H (2.630, 1.915, -3.538)
H (2.951, 3.225, -2.366)
H (2.648, 2.661, 0.120)
H (3.146, 0.988, 1.864)
H (3.571, -1.359, 1.237)
H (3.503, -2.027, -1.139)
H (3.006, -0.356, -2.875)
H (0.346, 0.621, -2.284)
H (-0.221, 1.508, -3.728)

natural (NBO) population analysis, charges in e, atoms 1 to 4: number 1, C, carries -0.41; number 2, N, carries -0.42; number 3, C, carries -0.30; number 4, C, carries 0.67

=====

| no. | electronic energy (hartree) | HOMO-LUMO gap (Ha) |
| --- | --- | --- |
| 1 | -1513.1718 | 0.3112 |
| 2 | -2610.4977 | 0.3257 |
| 3 | -1617.5887 | 0.2373 |
| 4 | -1303.3585 | 0.3238 |